Entry 1:
This record from the OMol25 dataset describes a single C22H21BrF2N4O molecule. The level of theory is ωB97M-V/def2-TZVPD.

ORCA input file:
```
! wB97M-V def2-TZVPD RIJCOSX def2/J DEFGRID3
* xyz 0 1
C -8.10051 -1.59413 -0.58192
H -7.61842 -1.87691 -1.51425
H -9.12371 -1.96196 -0.60602
H -8.13373 -0.50971 -0.51195
C -7.37658 -2.20634 0.62485
N -5.99884 -1.84636 0.85364
C -5.70002 -0.50973 1.29556
C -5.36159 0.48985 0.16421
N -4.30688 -0.05069 -0.66872
C -2.99270 0.21170 -0.42436
N -2.15593 -0.81342 -0.49779
C -0.88183 -0.64361 -0.17063
C -0.34409 0.53880 0.29573
C -1.17961 1.69903 0.26155
C -0.70616 2.99055 0.55817
C -1.49858 4.08973 0.35969
C -2.77625 3.94855 -0.18992
C -3.27586 2.70081 -0.45819
C -2.51822 1.54793 -0.18478
H -4.24047 2.60153 -0.93184
H -3.36520 4.82633 -0.41138
H -1.12360 5.07538 0.59221
H 0.29614 3.10245 0.93795
C 1.03296 0.59058 0.80965
O 1.43013 1.30780 1.69891
N 1.88924 -0.29609 0.15516
C 3.22343 -0.45183 0.49748
C 3.62089 -0.63002 1.82927
C 4.94787 -0.74624 2.19610
C 5.91073 -0.71739 1.20336
C 5.57538 -0.59427 -0.13247
C 4.24025 -0.45427 -0.46187
Br 3.76732 -0.28158 -2.29554
H 6.34135 -0.59595 -0.89100
F 7.20512 -0.83487 1.54093
H 5.21660 -0.87347 3.23161
F 2.69058 -0.75372 2.78144
H 1.63162 -0.57996 -0.78077
H -0.29302 -1.55165 -0.21968
C -4.66354 -1.35612 -1.19240
H -3.82414 -1.73408 -1.77386
C -4.99413 -2.34056 -0.05875
H -5.32149 -3.29380 -0.47469
H -4.07332 -2.50509 0.51265
H -5.52944 -1.21386 -1.84526
H -5.04706 1.42309 0.62717
H -6.23704 0.67573 -0.46525
H -6.53766 -0.12515 1.87960
H -4.81882 -0.56806 1.94886
H -7.92723 -1.93998 1.53280
H -7.40532 -3.29643 0.53162
*
```

Calculated values
* strongest force on any atom: 0.9 eV/Å
* SMILES: CCN1CCN(c2ncc(C(=O)Nc3c(F)cc(F)cc3Br)c3ccccc23)CC1
* E: -3918.974554 Ha
* molar mass: 475.34 g/mol
* Kohn-Sham gap: 7.7736 eV
* E_HOMO: -7.631 eV


Entry 2:
This record from the OMol25 dataset describes a molecular structure, C60H50NP3PdSi. The level of theory is ωB97M-V/def2-TZVPD.

ORCA input file:
```
! wB97M-V def2-TZVPD RIJCOSX def2/J DEFGRID3
* xyz 0 1
Pd 0.08001 0.61718 -0.44195
C 0.24801 -6.53441 -0.36088
C -0.61136 -5.75476 -1.12389
C -0.81759 -4.42492 -0.80353
C -0.17902 -3.83528 0.29037
C 0.69225 -4.62455 1.03275
C 0.89870 -5.96096 0.71737
P -0.41778 -2.01210 0.54719
C -2.25632 -2.07490 0.63700
C -3.01500 -2.47310 1.73697
C -4.36483 -2.74601 1.59881
C -4.98692 -2.61806 0.36188
C -4.25533 -2.17412 -0.72578
C -2.90177 -1.89940 -0.58188
C 0.18726 -1.75177 2.27270
C -0.13310 -2.67292 3.27239
C 0.33409 -2.53455 4.56902
C 1.15452 -1.46369 4.88746
C 1.48063 -0.54352 3.90441
C 1.01308 -0.65344 2.59237
Si 1.41566 0.77421 1.39178
C 0.95520 2.33252 2.36499
C 1.74590 3.02131 3.29196
C 1.22578 4.06276 4.03994
C -0.10718 4.43842 3.89025
C -0.90313 3.77925 2.97494
C -0.36746 2.74282 2.21482
P -1.32993 1.91758 0.90495
C -2.72028 1.18135 1.82399
C -2.59099 0.93933 3.19095
C -3.66435 0.45389 3.92441
C -4.87626 0.20965 3.29963
C -4.99619 0.39947 1.93008
C -3.92075 0.86259 1.19139
C -2.03756 3.36267 0.05072
C -1.13166 4.13409 -0.66893
C -1.55277 5.25694 -1.35600
C -2.88927 5.63149 -1.31705
C -3.79245 4.88774 -0.57436
C -3.37007 3.75483 0.11123
C 3.25460 0.87118 0.88194
C 4.32763 1.23530 1.70002
C 5.62002 1.29207 1.20525
C 5.88204 0.94715 -0.11455
C 4.84981 0.53169 -0.93680
C 3.54698 0.51922 -0.44744
P 2.10892 -0.24637 -1.26238
C 2.65940 -1.99465 -1.02732
C 3.16254 -2.37421 0.21877
C 3.75126 -3.61359 0.39767
C 3.82269 -4.51138 -0.65818
C 3.30986 -4.15384 -1.89230
C 2.74714 -2.89776 -2.08219
C 2.11239 -0.06063 -3.06505
C 1.01349 -0.59950 -3.73386
C 0.87385 -0.42464 -5.09688
C 1.82391 0.29851 -5.80735
C 2.91184 0.84303 -5.14887
C 3.05483 0.66824 -3.77796
H 0.40946 -7.57508 -0.60928
H -1.12553 -6.18291 -1.97473
H -1.49575 -3.84396 -1.41557
H 1.22635 -4.20253 1.87084
H 1.57945 -6.54959 1.31943
H -2.55655 -2.57994 2.71005
H -4.93744 -3.06025 2.46184
H -6.04016 -2.84418 0.25682
H -4.72855 -2.04045 -1.69083
H -2.33254 -1.56128 -1.44016
H -0.74502 -3.53186 3.02735
H 0.06176 -3.26319 5.32177
H 1.53341 -1.34302 5.89424
H 2.10632 0.29978 4.17765
H 2.78439 2.75966 3.43338
H 1.85845 4.58964 4.74265
H -0.51373 5.25261 4.47585
H -1.93424 4.08282 2.83347
H -1.65514 1.14475 3.69518
H -3.55117 0.28010 4.98677
H -5.72127 -0.14820 3.87393
H -5.92880 0.17691 1.42891
H -4.02783 0.99474 0.12216
H -0.09241 3.83968 -0.70262
H -0.83906 5.82401 -1.93818
H -3.22347 6.50209 -1.86623
H -4.83396 5.17894 -0.52808
H -4.09234 3.19826 0.69170
H 4.17247 1.46455 2.74535
H 6.43116 1.59232 1.85604
H 6.89618 0.97549 -0.49123
H 5.06347 0.18897 -1.93904
H 3.14232 -1.68818 1.05356
H 4.15106 -3.87754 1.36873
H 4.27604 -5.48393 -0.51663
H 3.36140 -4.84371 -2.72460
H 2.38705 -2.62798 -3.06462
H 0.24819 -1.13179 -3.17723
H 0.00914 -0.83119 -5.60465
H 1.69938 0.45677 -6.87043
H 3.64053 1.43032 -5.69205
H 3.88469 1.13688 -3.27068
C 1.72927 3.13032 -2.36001
C 0.41978 2.66853 -2.91681
C -0.21851 3.17975 -4.03029
C -1.48065 2.54233 -4.09813
C -1.52549 1.66877 -3.02963
C -2.62066 0.72783 -2.66541
N -0.37226 1.73857 -2.29974
H 2.40863 3.41702 -3.16534
H 2.23089 2.36700 -1.76181
H 1.63627 4.00796 -1.70932
H 0.17432 3.93787 -4.69111
H -2.25525 2.69156 -4.83465
H -3.58745 1.09560 -3.01479
H -2.68052 0.60467 -1.57938
H -2.48106 -0.27376 -3.08940
*
```

Calculated values
* strongest force on any atom: 0.8 eV/Å
* E: -3812.686844 Ha
* molar mass: 1012.49 g/mol
* Kohn-Sham gap: 6.3767 eV
* E_HOMO: -6.144 eV


Entry 3:
This record from the OMol25 dataset describes a molecular structure, C40H53BCaClF5IN7O8S3Si in a non-equilibrium geometry. The level of theory is ωB97M-V/def2-TZVPD.

ORCA input file:
```
! wB97M-V def2-TZVPD RIJCOSX def2/J DEFGRID3
* xyz -2 1
Ca 0.29381 -0.09291 -0.09266
B 1.30528 -1.92544 2.72585
N 2.13396 -2.25383 1.44952
C 3.26034 -2.97598 1.35697
C 3.64801 -3.02749 0.03045
C 2.67408 -2.28084 -0.63659
N 1.76466 -1.81909 0.22002
N 1.47804 -0.40176 3.01476
C 2.02530 0.15300 4.10310
C 2.12992 1.51657 3.89895
C 1.61479 1.70653 2.61584
N 1.20768 0.54846 2.08486
H 1.77832 -2.53780 3.66064
H 0.13386 -2.17920 2.53733
H 3.72076 -3.39160 2.23940
H 4.51108 -3.51546 -0.39020
H 2.59189 -2.06321 -1.68988
H 2.30370 -0.45577 4.94855
H 2.53625 2.26036 4.56420
H 1.55199 2.62456 2.06199
C -1.28092 -1.00835 -4.73573
C -0.06863 -1.08712 -3.81229
C 0.86800 -2.19933 -4.29094
C 0.69133 0.22934 -3.80915
O -0.51328 -1.30740 -2.44265
Si -1.32906 -2.57599 -1.73863
S -1.70532 -2.05710 0.21581
O -0.25833 -3.81764 -1.96894
C -0.22642 -5.19069 -1.58708
C 1.24460 -5.58706 -1.55939
C -0.83786 -5.43536 -0.20818
C -0.97706 -6.00170 -2.64514
O -2.66338 -3.10004 -2.57693
C -4.08256 -3.01034 -2.41911
C -4.66642 -3.53580 -3.72787
C -4.52614 -3.91160 -1.26703
C -4.55333 -1.57967 -2.19861
H -0.96521 -0.65925 -5.72317
H -2.00762 -0.30746 -4.32729
H -1.74904 -1.99108 -4.83327
H 1.02757 -2.09288 -5.36727
H 0.44149 -3.18036 -4.08777
H 1.83738 -2.13460 -3.78965
H 1.24545 0.34780 -4.74365
H 1.42029 0.23842 -2.99285
H 0.01817 1.07401 -3.68355
H 1.77396 -4.97661 -0.82550
H 1.69778 -5.41291 -2.53925
H 1.35382 -6.64422 -1.29642
H -0.41932 -4.73315 0.51297
H -0.62856 -6.46019 0.11126
H -1.92037 -5.28152 -0.23128
H -0.44138 -5.96920 -3.59733
H -1.96864 -5.56797 -2.79172
H -1.08122 -7.04469 -2.32960
H -4.27997 -4.53796 -3.93518
H -4.38724 -2.87472 -4.55328
H -5.75756 -3.57858 -3.66284
H -4.25364 -4.95209 -1.47382
H -5.61096 -3.85030 -1.13340
H -4.02828 -3.59444 -0.34765
H -4.17106 -0.92879 -2.98582
H -4.16932 -1.19207 -1.25356
H -5.64654 -1.52867 -2.19015
O -1.10911 2.61131 -2.35593
Cl -2.15115 1.88368 -1.68209
O -3.00234 2.79635 -0.96147
O -2.91251 1.12858 -2.63504
O -1.55253 0.95596 -0.70588
I 2.70167 3.50399 -2.46129
C 1.25307 4.01364 -1.02971
C 0.85265 5.33935 -0.93293
C -0.15578 5.64319 -0.03251
C -0.71304 4.63034 0.72655
C -0.21736 3.34954 0.57237
N 0.76186 3.03518 -0.29316
H 1.30550 6.09882 -1.55181
H -0.50316 6.66579 0.06726
H -1.53015 4.80751 1.41508
H -0.62678 2.54394 1.16721
C -5.05091 -4.01746 3.14453
C -4.45739 -2.66078 3.51953
C -3.08905 -2.47074 2.87497
N -2.50936 -1.14365 3.09945
C -2.96013 0.03415 2.60990
S -2.25139 1.46480 3.06423
N -4.01666 -0.10396 1.72008
C -5.03417 0.75810 1.34745
O -5.75815 0.44964 0.42565
C -5.30380 1.99350 2.14878
C -5.29370 3.22089 1.49948
C -5.61760 4.37111 2.20458
C -5.98218 4.29168 3.54353
C -6.02230 3.05615 4.17831
C -5.68163 1.90744 3.48133
H -6.06137 -4.12232 3.54300
H -4.44405 -4.83836 3.53650
H -5.10058 -4.12353 2.05784
H -4.35943 -2.57248 4.60527
H -5.13966 -1.87284 3.19738
H -3.11871 -2.70173 1.80610
H -2.39063 -3.17788 3.32184
H -1.52435 -1.11823 3.32451
H -3.95418 -0.91987 1.11909
H -4.98184 3.26718 0.46277
H -5.58837 5.33222 1.70420
H -6.23018 5.19186 4.09472
H -6.31096 2.99014 5.22111
H -5.68643 0.94488 3.98155
F 7.93329 0.87580 -4.81208
C 7.08134 0.86909 -3.76953
C 5.82436 0.31692 -3.88206
F 5.45428 -0.23282 -5.05193
C 4.95591 0.32637 -2.80822
F 3.75444 -0.23545 -3.01182
C 5.26414 0.87533 -1.55036
S 4.18891 0.89990 -0.21818
C 6.56232 1.42353 -1.49494
F 6.99965 1.97234 -0.35553
C 7.43991 1.42385 -2.55796
F 8.66302 1.97506 -2.43463
*
```

Calculated values
* ΔE to the lowest compared entry with this formula, charge and spin: 1.080 eV
* strongest force on any atom: 1.2 eV/Å
* E: -5985.227056 Ha
* molar mass: 1192.43 g/mol
* Kohn-Sham gap: 5.9635 eV
* E_HOMO: -2.056 eV


Entry 4:
This record from the OMol25 dataset describes 7 unconnected molecules or ions with the total composition C4H22N2O7 in a non-equilibrium geometry. The level of theory is ωB97M-V/def2-TZVPD.

ORCA input file:
```
! wB97M-V def2-TZVPD RIJCOSX def2/J DEFGRID3
* xyz 0 1
C 2.27721 -1.73420 -2.22314
C 2.49195 -0.56897 -1.25100
C 3.48237 -0.94942 -0.16274
N 1.18302 -0.16790 -0.69656
C 0.41289 -0.96298 0.14261
N -0.92803 -0.82858 -0.09858
O 0.77863 -1.41184 1.22160
H 1.46094 -1.58239 -2.94087
H 3.12091 -1.81252 -2.91722
H 2.09703 -2.69814 -1.75691
H 2.82678 0.22536 -1.90974
H 2.94774 -1.36737 0.67387
H 4.12008 -0.11995 0.13423
H 4.08707 -1.79740 -0.46449
H 0.58308 0.13206 -1.45741
H -1.38616 -0.14730 -0.67914
H -1.61358 -1.16672 0.56207
H -3.38945 0.86362 -0.44793
H -4.60199 1.27704 0.23975
O -4.06898 0.47817 0.12336
H 2.61283 2.42508 -0.90543
H 2.09154 2.68290 0.45391
O 2.14982 3.11181 -0.40876
H -2.62056 2.67443 2.42297
H -2.65169 1.59125 3.46751
O -2.92107 2.51670 3.32131
H -1.43659 1.19580 -3.36646
H -0.41739 2.33458 -3.67654
O -0.82935 1.83110 -2.97114
H -2.21904 -2.65623 2.35539
H -3.26891 -1.61563 2.85289
O -2.83102 -1.96711 2.07193
H -1.68350 -0.33519 2.28998
H -0.44809 0.25857 3.02223
O -1.40848 0.29138 2.97842
*
```

Calculated values
* ΔE to the lowest compared entry with this formula, charge and spin: 2.160 eV
* strongest force on any atom: 3.1 eV/Å
* SMILES: CC(C)NC(N)=O.O.O.O.O.O.O
* E: -801.799564 Ha
* molar mass: 210.23 g/mol
* Kohn-Sham gap: 9.8844 eV
* E_HOMO: -9.855 eV